<w>
DFT (wB97M-V/def2-TZVPD) results for a cluster of 18 separate species, C72H198N18O18 in total.

HOMO in eV: -8.5
Frontier orbital gap in Ha: 0.3174
Molecular weight in g/mol: 1604.5

ORCA input file:
```
! RIJCOSX wB97M-V def2-TZVPD def2/J DEFGRID3
* xyz 0 1
C 21.367 13.164 12.174
C 21.508 14.230 11.129
C 21.370 13.754 9.643
O 21.447 14.892 8.735
C 20.972 14.701 7.396
N 20.537 15.315 11.355
H 20.347 12.788 12.246
H 21.682 13.457 13.176
H 22.091 12.366 12.008
H 22.503 14.650 11.277
H 20.354 13.422 9.431
H 22.138 13.015 9.411
H 19.912 14.454 7.461
H 21.473 13.922 6.821
H 21.039 15.640 6.847
H 20.798 16.015 10.675
H 19.691 14.875 11.022
C 17.630 15.668 9.251
C 17.185 15.460 10.669
C 15.708 15.266 10.883
O 15.518 14.962 12.274
C 14.202 14.797 12.636
N 17.793 14.245 11.053
H 17.506 16.714 8.969
H 17.207 14.996 8.504
H 18.706 15.824 9.171
H 17.532 16.300 11.270
H 15.446 14.453 10.205
H 15.197 16.178 10.574
H 13.736 14.126 11.914
H 13.733 15.777 12.553
H 13.978 14.409 13.630
H 17.427 13.554 10.413
H 17.436 14.002 11.966
C 10.951 17.386 17.771
C 9.983 16.293 17.424
C 10.619 15.139 16.545
O 11.225 15.496 15.331
C 10.376 16.097 14.306
N 9.443 15.750 18.641
H 11.362 17.915 16.911
H 11.772 16.966 18.352
H 10.551 18.082 18.508
H 9.143 16.715 16.873
H 9.821 14.413 16.390
H 11.391 14.607 17.101
H 9.468 15.518 14.134
H 10.963 16.273 13.405
H 9.956 17.039 14.658
H 8.494 15.577 18.342
H 9.269 16.511 19.282
C 14.111 8.521 12.785
C 15.193 9.460 12.238
C 16.272 9.803 13.312
O 15.944 10.744 14.324
C 15.509 12.012 13.909
N 15.842 8.781 11.140
H 14.442 7.573 13.208
H 13.358 8.268 12.038
H 13.511 8.962 13.581
H 14.755 10.376 11.842
H 17.106 10.327 12.845
H 16.686 8.930 13.818
H 16.224 12.387 13.176
H 15.497 12.687 14.764
H 14.456 12.048 13.631
H 16.208 7.946 11.575
H 15.155 8.453 10.477
C 9.930 18.770 11.735
C 10.575 19.734 10.720
C 9.640 20.367 9.765
O 10.266 21.352 8.961
C 9.436 21.975 8.012
N 11.332 20.707 11.481
H 9.118 19.251 12.281
H 10.740 18.361 12.339
H 9.442 17.954 11.202
H 11.265 19.158 10.103
H 8.739 20.740 10.252
H 9.217 19.566 9.158
H 9.035 21.292 7.264
H 9.870 22.808 7.460
H 8.566 22.341 8.557
H 11.864 20.062 12.048
H 10.695 21.070 12.175
C 18.756 10.682 3.975
C 19.150 11.865 3.082
C 18.963 13.123 3.900
O 17.594 13.403 4.288
C 17.483 14.667 4.961
N 20.522 11.662 2.586
H 17.846 10.908 4.531
H 19.509 10.704 4.762
H 18.851 9.703 3.507
H 18.565 11.964 2.167
H 19.486 13.893 3.332
H 19.537 13.102 4.827
H 17.882 15.510 4.396
H 18.032 14.581 5.898
H 16.474 14.885 5.312
H 20.826 12.466 2.057
H 20.620 10.922 1.905
C 8.059 9.988 15.554
C 9.262 10.840 15.965
C 9.996 11.504 14.674
O 10.804 10.547 14.073
C 11.467 10.943 12.801
N 8.847 11.884 16.923
H 8.322 9.069 15.031
H 7.340 10.539 14.949
H 7.544 9.653 16.454
H 9.907 10.155 16.516
H 10.525 12.424 14.922
H 9.210 11.820 13.989
H 12.278 11.665 12.709
H 10.712 11.258 12.080
H 11.866 10.015 12.393
H 7.939 12.279 16.723
H 9.486 12.613 17.206
C 16.277 12.484 19.688
C 16.664 13.420 18.561
C 15.501 14.442 18.224
O 15.872 15.352 17.231
C 14.825 15.733 16.385
N 17.922 14.031 18.922
H 15.994 13.037 20.584
H 17.032 11.841 20.139
H 15.383 11.919 19.424
H 16.821 12.775 17.697
H 15.143 14.910 19.141
H 14.773 13.703 17.888
H 15.135 16.536 15.717
H 14.030 16.189 16.975
H 14.526 14.875 15.783
H 17.621 14.989 19.032
H 18.403 14.106 18.037
C 26.853 19.067 12.498
C 26.316 18.173 13.598
C 25.076 17.353 13.203
O 23.898 18.188 13.239
C 22.733 17.547 12.892
N 27.487 17.318 13.938
H 26.919 18.462 11.593
H 27.826 19.450 12.804
H 26.192 19.923 12.360
H 26.031 18.852 14.401
H 24.887 16.476 13.822
H 25.259 16.912 12.223
H 22.558 17.505 11.817
H 21.935 18.208 13.231
H 22.658 16.544 13.311
H 28.155 18.020 14.221
H 27.908 16.941 13.101
C 12.511 12.335 9.456
C 13.266 11.025 9.125
C 12.382 9.940 8.577
O 13.119 8.709 8.534
C 12.187 7.592 8.300
N 14.253 11.451 8.116
H 12.122 12.906 8.613
H 13.224 13.037 9.890
H 11.750 12.236 10.230
H 13.803 10.623 9.983
H 11.924 10.114 7.603
H 11.463 9.868 9.159
H 11.346 7.838 7.653
H 11.635 7.197 9.153
H 12.791 6.790 7.878
H 13.765 11.671 7.260
H 14.783 10.638 7.834
C 17.966 23.764 9.135
C 18.486 22.920 7.931
C 18.909 21.479 8.334
O 19.321 20.712 7.218
C 20.038 19.541 7.516
N 17.374 22.893 6.960
H 17.373 24.610 8.787
H 18.808 24.042 9.768
H 17.341 23.139 9.773
H 19.358 23.267 7.377
H 18.093 20.993 8.868
H 19.678 21.445 9.106
H 21.010 19.923 7.828
H 20.271 18.975 6.614
H 19.585 18.922 8.291
H 16.554 22.501 7.401
H 17.634 22.153 6.325
C 9.053 13.517 10.743
C 8.609 14.881 10.186
C 9.699 15.625 9.411
O 10.708 15.949 10.375
C 11.935 16.340 9.769
N 7.379 14.712 9.441
H 9.422 12.778 10.032
H 8.192 13.078 11.248
H 9.887 13.569 11.443
H 8.262 15.430 11.060
H 9.236 16.463 8.890
H 10.118 15.024 8.603
H 12.465 15.423 9.511
H 12.571 16.860 10.486
H 11.831 16.880 8.828
H 6.557 14.679 10.027
H 7.173 15.595 8.996
C 12.227 20.021 5.940
C 12.599 19.086 7.113
C 13.577 17.991 6.776
O 13.883 17.140 7.815
C 14.601 15.999 7.359
N 13.303 19.931 8.066
H 13.094 20.321 5.352
H 11.715 20.951 6.188
H 11.612 19.611 5.139
H 11.669 18.684 7.515
H 14.558 18.368 6.487
H 13.240 17.548 5.839
H 15.583 16.425 7.158
H 14.188 15.443 6.517
H 14.688 15.265 8.161
H 13.817 19.286 8.650
H 14.010 20.296 7.444
C 16.740 19.930 4.504
C 16.014 19.776 3.120
C 14.897 18.650 3.122
O 14.357 18.505 1.789
C 13.292 17.529 1.621
N 15.443 21.058 2.733
H 17.213 19.002 4.826
H 16.077 20.222 5.318
H 17.564 20.633 4.380
H 16.815 19.470 2.446
H 14.097 18.978 3.786
H 15.201 17.682 3.522
H 13.004 17.351 0.585
H 12.363 17.968 1.985
H 13.529 16.564 2.068
H 14.805 21.490 3.387
H 14.879 20.793 1.938
C 17.921 11.905 7.562
C 17.596 10.997 8.802
C 18.823 10.473 9.639
O 19.777 9.768 8.869
C 20.941 9.269 9.585
N 16.609 11.656 9.642
H 18.287 12.849 7.964
H 17.061 12.031 6.903
H 18.719 11.484 6.950
H 17.126 10.121 8.356
H 18.355 9.782 10.340
H 19.307 11.289 10.176
H 21.419 10.134 10.046
H 21.670 8.678 9.030
H 20.641 8.575 10.370
H 16.366 10.940 10.312
H 15.751 11.727 9.113
C 12.530 7.730 20.899
C 13.513 8.328 19.899
C 12.809 9.066 18.740
O 13.815 9.547 17.857
C 13.339 10.278 16.774
N 14.446 9.201 20.583
H 12.048 8.425 21.587
H 13.127 7.032 21.486
H 11.752 7.151 20.400
H 14.063 7.517 19.421
H 12.192 9.874 19.133
H 12.111 8.392 18.244
H 14.199 10.754 16.304
H 12.754 11.135 17.107
H 12.884 9.659 15.999
H 14.929 9.726 19.868
H 13.844 9.920 20.956
C 16.143 19.127 10.509
C 14.746 19.472 11.079
C 14.582 18.906 12.476
O 13.239 19.082 12.933
C 13.033 18.426 14.163
N 14.582 20.924 11.066
H 16.218 18.042 10.436
H 16.992 19.412 11.131
H 16.260 19.561 9.516
H 14.001 18.965 10.466
H 15.322 19.397 13.108
H 14.786 17.838 12.389
H 13.526 18.940 14.988
H 13.234 17.356 14.112
H 11.976 18.579 14.385
H 15.437 21.238 10.628
H 14.703 21.305 11.994
C 18.185 16.862 14.578
C 19.034 15.697 15.160
C 18.394 14.303 14.965
O 19.166 13.401 15.710
C 18.981 12.013 15.498
N 20.376 15.634 14.538
H 18.810 17.749 14.679
H 17.286 16.952 15.187
H 17.887 16.644 13.552
H 19.038 15.881 16.234
H 18.429 13.999 13.919
H 17.375 14.245 15.347
H 19.195 11.813 14.448
H 17.927 11.823 15.697
H 19.599 11.391 16.146
H 20.810 14.818 14.945
H 20.313 15.364 13.566
*
```

=====

<x>
DFT (wB97M-V/def2-TZVPD) results for a cluster of 18 separate species, C72H198N18O18 in total.

HOMO in eV: -8.7
Frontier orbital gap in Ha: 0.3384
Molecular weight in g/mol: 1604.5

ORCA input file:
```
! RIJCOSX wB97M-V def2-TZVPD def2/J DEFGRID3
* xyz 0 1
C 5.252 1.205 1.306
C 6.316 0.146 1.532
C 7.621 0.842 1.914
O 8.507 -0.035 2.525
C 9.651 0.622 2.915
N 5.831 -0.781 2.569
H 5.529 1.976 0.569
H 5.058 1.681 2.283
H 4.317 0.732 0.943
H 6.447 -0.475 0.637
H 7.426 1.618 2.647
H 8.070 1.302 1.007
H 10.353 0.004 3.495
H 9.363 1.465 3.621
H 10.208 1.020 2.048
H 5.587 -0.282 3.421
H 6.600 -1.420 2.750
C -2.809 -2.770 1.570
C -4.210 -2.129 1.760
C -4.320 -0.670 1.395
O -3.327 0.050 2.080
C -3.515 1.432 1.818
N -5.207 -2.945 1.073
H -2.030 -2.316 2.202
H -2.398 -2.715 0.558
H -2.908 -3.800 1.848
H -4.429 -2.165 2.837
H -5.344 -0.248 1.568
H -4.099 -0.477 0.339
H -4.499 1.832 2.060
H -3.313 1.680 0.756
H -2.723 1.922 2.379
H -6.163 -2.739 1.361
H -5.133 -2.632 0.103
C 1.328 7.264 -0.165
C 0.297 8.225 -0.745
C 0.569 9.748 -0.331
O 0.750 9.837 1.093
C 1.402 11.015 1.440
N 0.201 8.195 -2.189
H 1.040 6.225 -0.255
H 1.469 7.482 0.896
H 2.325 7.462 -0.550
H -0.647 7.975 -0.276
H -0.134 10.458 -0.755
H 1.543 9.995 -0.793
H 2.415 11.019 1.056
H 1.448 11.103 2.524
H 0.842 11.886 1.090
H -0.122 7.334 -2.605
H 1.057 8.560 -2.605
C -5.124 -6.136 -0.930
C -3.907 -6.741 -0.215
C -2.539 -6.233 -0.653
O -2.384 -6.317 -2.048
C -1.016 -6.041 -2.416
N -4.057 -6.500 1.226
H -6.042 -6.599 -0.568
H -5.035 -6.289 -2.010
H -5.254 -5.075 -0.734
H -3.899 -7.820 -0.401
H -1.716 -6.727 -0.163
H -2.443 -5.147 -0.348
H -0.975 -6.095 -3.520
H -0.357 -6.780 -1.948
H -0.643 -5.065 -2.053
H -4.540 -7.245 1.670
H -4.355 -5.549 1.362
C -3.754 -4.345 -4.244
C -3.529 -5.656 -4.994
C -4.839 -6.421 -5.130
O -5.783 -5.709 -5.941
C -6.832 -6.503 -6.428
N -2.924 -5.616 -6.329
H -4.123 -4.445 -3.251
H -4.421 -3.655 -4.796
H -2.797 -3.834 -4.134
H -2.891 -6.277 -4.351
H -5.305 -6.524 -4.133
H -4.700 -7.398 -5.608
H -7.405 -6.950 -5.602
H -6.449 -7.237 -7.136
H -7.523 -5.819 -6.921
H -3.653 -5.190 -6.884
H -2.218 -4.868 -6.336
C -1.065 4.690 -3.672
C -1.115 4.669 -2.112
C -2.543 4.793 -1.643
O -3.225 3.569 -1.959
C -4.533 3.471 -1.378
N -0.524 3.541 -1.510
H -1.523 3.857 -4.173
H -0.014 4.799 -3.965
H -1.624 5.540 -4.079
H -0.548 5.557 -1.847
H -3.120 5.565 -2.152
H -2.609 4.874 -0.561
H -4.853 2.439 -1.572
H -5.254 4.124 -1.899
H -4.592 3.661 -0.289
H 0.482 3.472 -1.662
H -0.863 2.665 -1.926
C 3.960 5.090 2.563
C 2.867 4.647 3.518
C 1.640 5.518 3.527
O 2.061 6.804 3.837
C 0.979 7.654 3.987
N 2.445 3.289 3.156
H 3.519 5.092 1.540
H 4.744 4.290 2.562
H 4.393 6.059 2.826
H 3.337 4.647 4.504
H 0.923 5.175 4.328
H 1.104 5.485 2.599
H 1.338 8.535 4.517
H 0.173 7.178 4.562
H 0.590 8.027 3.059
H 1.623 2.965 3.666
H 3.147 2.562 3.325
C -3.398 8.891 0.723
C -3.346 8.777 2.270
C -2.680 7.451 2.747
O -3.244 6.332 2.142
C -2.706 5.091 2.647
N -2.525 9.813 2.815
H -4.315 8.359 0.402
H -2.524 8.473 0.259
H -3.549 9.964 0.435
H -4.371 8.786 2.686
H -2.828 7.412 3.810
H -1.580 7.526 2.526
H -1.592 5.074 2.618
H -3.057 4.294 1.966
H -3.026 4.932 3.709
H -2.883 10.730 2.921
H -1.626 9.744 2.318
C 2.975 1.640 6.531
C 2.863 0.211 5.965
C 4.110 -0.644 6.201
O 5.251 -0.052 5.651
C 6.471 -0.702 5.942
N 1.621 -0.341 6.456
H 3.073 1.596 7.636
H 2.089 2.171 6.252
H 3.917 2.096 6.197
H 2.626 0.254 4.899
H 3.828 -1.605 5.773
H 4.242 -0.813 7.288
H 6.448 -1.729 5.553
H 6.670 -0.820 7.017
H 7.189 -0.070 5.445
H 1.731 -0.459 7.465
H 1.504 -1.289 6.106
C -2.250 -2.540 7.096
C -2.129 -3.618 5.992
C -0.707 -4.105 5.917
O 0.275 -3.182 5.513
C 0.183 -2.876 4.107
N -3.097 -4.659 6.233
H -3.305 -2.258 7.198
H -1.662 -1.679 6.762
H -1.979 -2.891 8.078
H -2.365 -3.114 5.058
H -0.694 -4.963 5.201
H -0.428 -4.458 6.934
H 1.165 -2.567 3.759
H -0.517 -2.035 3.998
H -0.157 -3.705 3.451
H -3.191 -5.362 5.509
H -2.718 -5.136 7.051
C -4.892 -0.614 -3.579
C -5.849 -0.538 -2.400
C -7.071 0.343 -2.790
O -8.049 0.406 -1.743
C -7.674 1.477 -0.858
N -6.110 -1.862 -1.884
H -4.770 0.422 -3.898
H -5.269 -1.143 -4.473
H -3.928 -1.013 -3.236
H -5.312 -0.026 -1.583
H -7.551 -0.049 -3.675
H -6.749 1.361 -3.002
H -7.790 2.469 -1.370
H -6.631 1.391 -0.444
H -8.404 1.513 -0.040
H -7.080 -1.986 -1.585
H -6.067 -2.529 -2.648
C 3.241 3.608 -1.984
C 3.561 2.189 -2.452
C 2.350 1.379 -2.894
O 1.825 2.087 -4.020
C 0.870 1.340 -4.748
N 4.537 2.034 -3.514
H 4.144 4.083 -1.561
H 2.490 3.642 -1.168
H 2.883 4.243 -2.798
H 3.914 1.753 -1.518
H 1.534 1.337 -2.155
H 2.652 0.364 -3.156
H 0.506 1.939 -5.598
H 0.037 1.013 -4.126
H 1.381 0.472 -5.175
H 4.311 2.744 -4.226
H 5.469 2.183 -3.221
C 4.176 -4.198 3.504
C 4.259 -4.759 2.074
C 2.914 -4.415 1.312
O 1.874 -5.184 1.909
C 0.683 -5.131 1.199
N 5.449 -4.238 1.318
H 4.165 -3.114 3.481
H 5.015 -4.479 4.181
H 3.263 -4.576 3.946
H 4.379 -5.835 2.180
H 3.084 -4.639 0.230
H 2.746 -3.322 1.420
H -0.076 -5.808 1.613
H 0.893 -5.416 0.142
H 0.259 -4.145 1.208
H 5.261 -3.239 1.223
H 6.332 -4.370 1.781
C -1.454 -0.726 -5.631
C -2.401 -0.933 -6.834
C -2.277 0.305 -7.816
O -0.879 0.493 -8.075
C -0.694 1.308 -9.205
N -2.019 -2.247 -7.487
H -0.386 -0.722 -5.897
H -1.626 -1.560 -4.938
H -1.729 0.217 -5.154
H -3.430 -1.041 -6.527
H -2.657 1.259 -7.422
H -2.786 0.008 -8.763
H -1.501 2.051 -9.202
H -0.892 0.712 -10.093
H 0.266 1.787 -9.266
H -2.752 -2.603 -8.095
H -1.107 -2.118 -7.935
C 2.313 -7.857 -3.632
C 3.621 -7.305 -3.036
C 4.683 -6.925 -4.095
O 5.032 -7.966 -4.989
C 5.786 -9.022 -4.372
N 3.368 -6.180 -2.208
H 1.873 -7.101 -4.295
H 1.611 -8.071 -2.828
H 2.474 -8.731 -4.249
H 4.026 -8.145 -2.425
H 5.609 -6.545 -3.643
H 4.294 -6.126 -4.740
H 5.108 -9.654 -3.778
H 6.591 -8.656 -3.741
H 6.172 -9.647 -5.193
H 4.175 -5.950 -1.649
H 3.138 -5.397 -2.820
C -2.738 1.125 5.429
C -1.543 2.079 5.231
C -1.084 2.685 6.554
O -2.171 3.236 7.272
C -2.606 4.444 6.708
N -0.386 1.416 4.556
H -2.555 0.409 6.219
H -3.063 0.683 4.486
H -3.530 1.757 5.817
H -1.862 2.872 4.554
H -0.257 3.393 6.419
H -0.714 1.877 7.180
H -3.189 4.902 7.509
H -3.244 4.274 5.826
H -1.734 5.092 6.424
H -0.095 0.642 5.148
H -0.744 0.966 3.712
C 4.012 -2.283 -2.142
C 4.560 -2.380 -3.604
C 3.389 -2.377 -4.627
O 2.364 -3.329 -4.293
C 1.573 -3.680 -5.416
N 5.569 -1.475 -4.039
H 3.454 -3.222 -1.929
H 3.325 -1.450 -1.962
H 4.875 -2.183 -1.450
H 4.924 -3.424 -3.742
H 3.831 -2.540 -5.608
H 2.973 -1.378 -4.621
H 2.054 -4.376 -6.083
H 1.381 -2.744 -5.965
H 0.621 -4.067 -5.070
H 5.165 -0.517 -3.996
H 6.308 -1.458 -3.316
C 1.479 0.074 1.501
C 0.520 0.799 0.559
C -0.419 -0.186 -0.156
O 0.339 -0.897 -1.173
C -0.046 -2.217 -1.420
N -0.217 1.768 1.368
H 0.993 -0.437 2.331
H 2.143 0.815 1.991
H 2.113 -0.647 0.978
H 1.168 1.301 -0.171
H -1.289 0.343 -0.603
H -0.826 -0.822 0.614
H 0.566 -2.689 -2.211
H -1.134 -2.270 -1.774
H 0.120 -2.844 -0.502
H -0.710 2.377 0.757
H 0.435 2.331 1.907
*
```

=====

Q: Which of them is the least stable? A: <w>.